{
  "formula": "C18H23FN2O2",
  "method": "wB97M-V/def2-TZVPD",
  "species": ["N", "C", "O", "C", "C", "C", "C", "F", "C", "C", "C", "C", "N", "C", "C", "C", "C", "C", "C", "C", "C", "C", "O", "H", "H", "H", "H", "H", "H", "H", "H", "H", "H", "H", "H", "H", "H", "H", "H", "H", "H", "H", "H", "H", "H", "H"],
  "xyz": [[2.05184, 2.44858, 4.24921], [1.26611, 2.04288, 3.22366], [0.36602, 1.29517, 3.52683], [1.44170, 2.60889, 1.84359], [2.25035, 3.77446, 1.73540], [2.49069, 4.41759, 0.53395], [1.93747, 3.89965, -0.65952], [2.14512, 4.51209, -1.85390], [1.16095, 2.71757, -0.62440], [0.94046, 2.06059, 0.62353], [0.12280, 0.78460, 0.59857], [0.12848, 0.11677, -0.75726], [-0.79227, -1.05831, -0.88687], [-2.25445, -0.93312, -0.50598], [-3.31663, -1.45664, -1.43935], [-3.72624, -2.48161, -0.40288], [-2.80962, -1.88351, 0.60755], [-0.21044, -2.39420, -1.16870], [0.94177, -2.51926, -2.17980], [1.82203, -3.19664, -1.12792], [0.71619, -2.95996, -0.08820], [-0.25683, 1.16298, -1.81400], [0.61197, 2.30706, -1.81500], [2.51878, 3.33959, 4.16849], [1.66660, 2.16625, 5.14363], [2.66249, 4.25525, 2.61247], [3.03856, 5.37527, 0.53531], [-0.91629, 1.04615, 0.85443], [0.44591, 0.01746, 1.33117], [1.18536, -0.19464, -0.96856], [-2.52293, 0.10160, -0.32438], [-2.93864, -1.85782, -2.40867], [-4.06880, -0.73581, -1.70175], [-4.80726, -2.43662, -0.19003], [-3.46379, -3.48940, -0.61606], [-3.39209, -1.35442, 1.37330], [-2.07780, -2.56061, 1.07361], [-0.94631, -3.15415, -1.43774], [1.36766, -1.59843, -2.59618], [0.68266, -3.17772, -3.03586], [2.79264, -2.71524, -0.94707], [1.99506, -4.25988, -1.23083], [0.99272, -2.26747, 0.73748], [0.33114, -3.90276, 0.40587], [-0.27216, 0.66964, -2.80118], [-1.30097, 1.46811, -1.59598]],
  "smiles": "NC(=O)c1ccc(F)c2c1C[C@@H](N(C1CCC1)C1CCC1)CO2",
  "e_above_lowest_kcal_mol": 98.1,
  "charge": 0,
  "e_lumo_ev": 0.5955,
  "homo_energy_ha": -0.2917,
  "energy_ev": -28829.545
}